[1]
Computed, not measured: C23H26As2N2NiO2 as an isolated structure, with ωB97M-V/def2-TZVPD.

Properties
LUMO level in eV: -7.2
HOMO in eV: -14.83
Net charge: +2
Gap between HOMO and LUMO in hartree: 0.2799

Positions of all 56 atoms, in Å:
Ni1 -0.51 0.11 0.87
C1 -0.41 -3.21 2.37
As1 -1.40 -2.06 1.18
C2 -3.24 -2.30 1.73
C3 -1.31 -2.96 -0.51
C4 -2.01 -4.14 -0.77
C5 -1.82 -4.79 -1.98
C6 -0.93 -4.28 -2.92
C7 -0.23 -3.12 -2.66
C8 -0.42 -2.46 -1.45
As2 0.54 -0.85 -1.02
C9 2.36 -1.48 -0.97
C10 0.39 0.16 -2.65
H1 -0.82 -4.22 2.27
H2 -0.51 -2.87 3.40
H3 0.64 -3.22 2.08
H4 -3.52 -3.33 1.49
H5 -3.89 -1.61 1.21
H6 -3.32 -2.17 2.81
H7 -2.70 -4.56 -0.05
H8 -2.37 -5.70 -2.20
H9 -0.78 -4.79 -3.86
H10 0.46 -2.73 -3.40
H11 2.61 -1.82 -1.97
H12 2.43 -2.32 -0.27
H13 3.04 -0.69 -0.67
H14 1.01 -0.32 -3.40
H15 0.73 1.18 -2.51
H16 -0.65 0.16 -2.97
O1 5.73 3.18 -2.53
C11 4.63 3.94 -2.35
O2 4.57 5.05 -2.77
C12 3.48 3.32 -1.59
C13 2.22 3.86 -1.84
C14 1.11 3.39 -1.16
C15 1.27 2.38 -0.21
C16 2.52 1.85 0.06
C17 3.63 2.33 -0.63
N1 0.15 1.91 0.55
C18 -0.59 2.80 1.11
C19 -1.60 2.33 2.04
C20 -2.49 3.17 2.69
C21 -3.32 2.63 3.66
C22 -3.19 1.29 3.98
C23 -2.28 0.51 3.27
N2 -1.52 1.00 2.30
H17 5.61 2.29 -2.20
H18 2.13 4.65 -2.57
H19 0.13 3.79 -1.38
H20 2.64 1.11 0.85
H21 4.61 1.95 -0.38
H22 -0.39 3.86 1.00
H23 -2.51 4.22 2.45
H24 -4.03 3.25 4.19
H25 -3.77 0.84 4.77
H26 -2.12 -0.52 3.54

Mulliken atomic charge list, values in e, 6 entries:
1 Ni -0.2174
2 C -1.1567
3 As 0.5152
4 C -1.1478
5 C 0.6768
6 C -0.5058

=====

[2]
Computed, not measured: C23H25As2FGaN5O4S2 as an isolated structure, with ωB97M-V/def2-TZVPD.

Properties
LUMO level in eV: -0.2
ΔE to the lowest compared entry with this formula, charge and spin in eV: 0.628
HOMO in eV: -8.67
Gap between HOMO and LUMO in hartree: 0.3125

Positions of all 63 atoms, in Å:
Ga1 -0.82 1.54 -0.18
C1 -1.71 -1.87 -0.65
As1 -0.50 -0.79 0.40
C2 -1.22 -0.89 2.17
C3 1.10 -1.84 0.50
C4 0.96 -3.10 1.10
C5 2.07 -3.91 1.34
C6 3.32 -3.46 0.99
C7 3.46 -2.25 0.32
C8 2.31 -1.48 0.01
As2 2.36 0.18 -1.15
C9 4.27 0.13 -1.61
C10 1.72 -0.59 -2.85
H1 -1.81 -2.89 -0.23
H2 -1.35 -1.97 -1.67
H3 -2.69 -1.40 -0.64
H4 -1.70 -1.83 2.43
H5 -1.95 -0.14 2.37
H6 -0.40 -0.74 2.84
H7 0.04 -3.39 1.57
H8 2.01 -4.92 1.80
H9 4.23 -4.03 1.30
H10 4.46 -1.99 0.02
H11 4.44 -0.78 -2.15
H12 4.90 0.22 -0.74
H13 4.46 0.99 -2.28
H14 2.26 -1.49 -3.10
H15 1.95 0.15 -3.61
H16 0.63 -0.74 -2.85
S1 -0.43 2.41 -2.25
C11 0.46 3.60 -1.26
S2 0.30 3.35 0.47
C12 1.21 4.65 -1.68
C13 1.25 5.05 -3.05
N1 1.32 5.47 -4.11
C14 2.00 5.36 -0.71
N2 2.61 5.75 0.19
F1 -4.26 -0.24 -3.89
C15 -4.74 -0.34 -2.65
C16 -4.93 0.78 -1.91
N3 -5.33 0.74 -0.60
C17 -5.01 1.90 0.20
C18 -3.53 2.10 0.47
O1 -3.16 3.04 1.18
O2 -2.71 1.18 -0.06
C19 -5.36 -0.49 0.08
O3 -5.39 -0.65 1.30
N4 -5.39 -1.57 -0.80
C20 -5.12 -1.67 -2.17
O4 -5.16 -2.68 -2.83
H17 -4.58 1.70 -2.30
H18 -5.58 1.85 1.13
H19 -5.40 2.77 -0.32
H20 -5.52 -2.49 -0.36
C21 4.09 1.24 3.26
C22 4.32 -0.28 3.41
C23 3.15 -1.11 3.71
N5 2.26 -1.83 3.81
H21 5.04 1.72 2.98
H22 3.69 1.67 4.17
H23 3.39 1.42 2.47
H24 5.05 -0.50 4.20
H25 4.70 -0.63 2.46

Mulliken atomic charge list, values in e, 6 entries:
1 Ga -0.1204
2 C -0.7784
3 As 0.6992
4 C -1.4656
5 C 0.0965
6 C -0.8797

=====

[3]
Computed, not measured: a 4-piece molecular cluster, C4H17NO3 overall, with ωB97M-V/def2-TZVPD.

Properties
LUMO level in eV: 0.6
ΔE to the lowest compared entry with this formula, charge and spin in eV: 2.536
HOMO in eV: -9.68
SMILES string: CC(C)CN.O.O.O
Gap between HOMO and LUMO in hartree: 0.3776

Positions of all 25 atoms, in Å:
C1 -1.06 -2.75 -0.14
C2 -0.08 -1.38 -0.36
C3 0.95 -1.70 -1.47
C4 -0.96 -0.22 -0.47
N1 -0.08 1.03 -0.34
H1 -1.75 -2.38 0.78
H2 -0.50 -3.60 0.25
H3 -1.62 -2.82 -1.10
H4 0.63 -1.46 0.44
H5 0.29 -2.13 -2.23
H6 1.53 -0.77 -1.72
H7 1.60 -2.43 -1.22
H8 -1.77 -0.27 0.28
H9 -1.63 -0.17 -1.38
H10 -0.29 1.67 -1.01
H11 0.86 0.72 -0.29
O1 -0.95 0.73 3.79
H12 -1.69 0.68 3.20
H13 -0.40 1.43 3.65
O2 -0.16 3.10 1.98
H14 -0.15 2.59 1.26
H15 0.47 3.76 2.10
O3 2.36 2.19 -1.67
H16 1.85 1.44 -2.01
H17 2.57 2.75 -2.33

Mulliken atomic charge list, values in e, 6 entries:
1 C -1.2594
2 C 0.0706
3 C -0.9941
4 C -0.4108
5 N -0.4595
6 H 0.2713